[1]
The following is a quantum chemistry calculation of a 2-piece molecular cluster, C4H8N2O2 overall, from the OMol25 dataset.

* energy: -416.9805 Ha
* HOMO energy: -8.442 eV
* SMILES string: C/C(O)=[N+](/N)[O-].C#C
* ΔE to the lowest compared entry with this formula, charge and spin: 723.1 kJ/mol
* LUMO energy: 0.59 eV

```
! wB97M-V def2-TZVPD RIJCOSX def2/J DEFGRID3
* xyz 0 1
C 1.382 1.039 -0.907
C 2.197 1.046 -0.001
C -0.450 -0.694 0.374
C -0.312 -1.828 -0.571
N -1.097 0.369 -0.029
N -1.316 1.327 0.975
O -1.778 0.545 -1.058
O 0.228 -0.759 1.582
H 0.580 0.682 -1.478
H 3.007 1.484 0.517
H -0.630 -2.696 -0.203
H 0.751 -1.792 -1.107
H -0.955 -1.698 -1.338
H -0.562 1.991 0.991
H -2.216 1.725 0.795
H 1.170 -0.740 1.459
*
```

natural (NBO) population analysis, charges in e, atoms 1 to 6: number 1, C, carries -0.200; number 2, C, carries -0.304; number 3, C, carries 0.475; number 4, C, carries -0.677; number 5, N, carries 0.198; number 6, N, carries -0.666



[2]
The following is a quantum chemistry calculation of C33H46N3ORuS2Si2 as an isolated structure, from the OMol25 dataset.

* energy: -2994.8718 Ha
* HOMO energy (spin up / spin down): -6.412 / -6.893 eV
* ΔE to the lowest compared entry with this formula, charge and spin: 90.8 kJ/mol
* LUMO energy (spin up / spin down): 0.55 / -0.79 eV
* ⟨S²⟩: 0.755

```
! wB97M-V def2-TZVPD RIJCOSX def2/J DEFGRID3
* xyz 0 2
Ru 0.300 0.068 -0.414
C -0.870 -3.454 -1.978
Si -1.877 -2.518 -0.689
C -1.312 -3.067 1.023
C -3.667 -3.100 -0.858
C -1.677 -0.681 -0.900
C -2.065 0.198 0.207
C -2.949 -0.083 1.271
C -3.174 0.877 2.227
C -2.507 2.107 2.168
C -1.606 2.293 1.148
N -1.397 1.380 0.196
Si -1.975 0.141 -2.586
C -0.480 0.568 -3.645
C -2.983 1.711 -2.381
C -3.014 -1.015 -3.649
H -1.422 -4.337 -2.311
H 0.080 -3.794 -1.558
H -0.638 -2.845 -2.853
H -1.024 -4.122 0.988
H -2.101 -2.969 1.771
H -0.449 -2.492 1.367
H -3.770 -4.129 -0.502
H -3.997 -3.075 -1.899
H -4.355 -2.477 -0.281
H -3.459 -1.036 1.311
H -3.874 0.681 3.030
H -2.672 2.875 2.909
H -1.006 3.194 1.072
H 0.207 1.275 -3.176
H -0.859 1.036 -4.560
H 0.088 -0.320 -3.925
H -2.379 2.541 -2.014
H -3.819 1.569 -1.691
H -3.394 1.989 -3.356
H -2.544 -1.987 -3.812
H -3.173 -0.554 -4.628
H -3.993 -1.187 -3.197
S 1.905 1.628 -0.945
C 2.767 1.996 0.507
N 3.726 2.983 0.503
C 4.283 3.368 1.787
C 4.512 2.131 2.639
N 3.272 1.390 2.790
C 2.704 1.310 4.133
C 2.205 2.650 4.623
C 1.085 3.231 4.030
C 0.649 4.484 4.430
C 1.326 5.174 5.431
C 2.436 4.600 6.030
C 2.873 3.344 5.625
C 2.467 1.294 1.675
S 1.121 0.212 1.691
C 4.487 3.309 -0.690
C 5.763 2.504 -0.813
C 6.987 3.133 -1.005
C 8.157 2.391 -1.115
C 8.113 1.008 -1.031
C 6.893 0.370 -0.835
C 5.728 1.113 -0.728
H 3.595 4.043 2.307
H 5.221 3.896 1.615
H 4.874 2.409 3.629
H 5.266 1.497 2.161
H 3.475 0.928 4.805
H 1.897 0.580 4.119
H 0.552 2.686 3.259
H -0.224 4.925 3.965
H 0.984 6.153 5.743
H 2.965 5.129 6.813
H 3.742 2.896 6.095
H 4.727 4.374 -0.668
H 3.848 3.146 -1.558
H 7.026 4.215 -1.065
H 9.104 2.896 -1.262
H 9.023 0.429 -1.115
H 6.852 -0.710 -0.767
H 4.775 0.616 -0.578
C 2.675 -2.216 -2.872
O 1.646 -1.414 -2.290
C 1.515 -1.249 -0.976
C 2.495 -2.028 -0.153
H 2.522 -3.274 -2.658
H 3.660 -1.905 -2.527
H 2.599 -2.053 -3.943
H 2.652 -3.042 -0.529
H 2.189 -2.060 0.886
H 3.455 -1.498 -0.205
*
```

Mulliken population analysis, charges in e, atoms 1 to 6: number 1, Ru, carries -0.116; number 2, C, carries -1.157; number 3, Si, carries 0.645; number 4, C, carries -1.116; number 5, C, carries -1.322; number 6, C, carries 1.391



[3]
The following is a quantum chemistry calculation of an isolated ion of composition C3H8NOS and charge -1, from the OMol25 dataset.

* energy: -647.2361 Ha
* HOMO energy: -2.736 eV
* SMILES string: [O-]CNCCS
* ΔE to the lowest compared entry with this formula, charge and spin: 271.5 kJ/mol
* LUMO energy: 2.94 eV

```
! wB97M-V def2-TZVPD RIJCOSX def2/J DEFGRID3
* xyz -1 1
C -0.280 -0.165 -0.187
C -0.310 0.218 1.271
S -1.792 -0.640 2.068
N 0.947 0.497 -0.731
C 1.337 0.004 -2.143
O 2.182 0.902 -2.719
H -1.182 0.058 -0.807
H -0.218 -1.252 -0.373
H 0.634 -0.074 1.802
H -0.586 1.313 1.243
H -1.407 -1.011 3.252
H 0.782 1.503 -0.804
H 0.330 -0.366 -2.490
H 1.748 -0.977 -1.685
*
```

natural (NBO) population analysis, charges in e, atoms 1 to 6: number 1, C, carries -0.277; number 2, C, carries -0.464; number 3, S, carries -0.143; number 4, N, carries -0.678; number 5, C, carries 0.148; number 6, O, carries -0.911



[4]
The following is a quantum chemistry calculation of C22H18BF2N4O4RuS as an isolated structure, from the OMol25 dataset.

* energy: -2086.7749 Ha
* HOMO energy (spin up / spin down): -7.773 / -7.892 eV
* ΔE to the lowest compared entry with this formula, charge and spin: 214.9 kJ/mol
* LUMO energy (spin up / spin down): -1.19 / -1.13 eV
* ⟨S²⟩: 0.841

```
! wB97M-V def2-TZVPD RIJCOSX def2/J DEFGRID3
* xyz 0 2
Ru 0.214 -1.011 0.769
O 0.651 -2.295 2.219
N 1.223 -1.840 3.294
N 1.250 -0.539 3.426
O 0.662 0.260 2.571
C 1.895 -0.019 4.538
C 2.449 -0.896 5.481
C 3.045 -0.386 6.612
C 3.103 0.988 6.816
C 2.594 1.856 5.859
C 1.989 1.366 4.719
H 2.390 -1.955 5.295
H 3.470 -1.062 7.339
H 3.551 1.376 7.717
H 2.675 2.923 6.008
H 1.590 2.023 3.962
C 1.597 0.586 -6.965
C 1.309 0.764 -5.507
C 0.697 -0.240 -4.764
C 0.438 -0.068 -3.414
C 0.810 1.111 -2.802
C 1.407 2.130 -3.521
C 1.652 1.954 -4.870
S 0.536 1.369 -1.054
O 1.703 0.960 -0.302
O 0.060 2.712 -0.878
N -0.564 0.243 -0.570
C -1.905 0.287 -0.764
C -2.570 1.126 -1.674
C -3.943 1.024 -1.818
C -4.682 0.102 -1.089
C -4.057 -0.754 -0.159
C -4.730 -1.717 0.622
C -4.005 -2.477 1.536
C -2.641 -2.294 1.653
N -1.974 -1.402 0.907
C -2.655 -0.641 0.015
H 1.293 -0.398 -7.309
H 2.662 0.707 -7.159
H 1.071 1.340 -7.550
H 0.426 -1.169 -5.243
H -0.036 -0.846 -2.835
H 1.664 3.044 -3.010
H 2.122 2.746 -5.435
H -1.991 1.847 -2.230
H -4.450 1.674 -2.516
H -5.753 0.040 -1.214
H -5.792 -1.855 0.500
H -4.498 -3.212 2.155
H -2.046 -2.873 2.350
F 1.946 -1.717 -1.576
B 1.682 -1.964 -0.296
F 2.467 -2.929 0.163
*
```

natural (NBO) population analysis, charges in e, atoms 1 to 6: number 1, Ru, carries 0.835; number 2, O, carries -0.494; number 3, N, carries 0.155; number 4, N, carries 0.135; number 5, O, carries -0.587; number 6, C, carries 0.160



Which of these has the highest energy? C4H8N2O2



Which of these has the highest ΔE to the lowest compared entry with this formula, charge and spin? C4H8N2O2